No. 1
The following is a DFT calculation (ωB97M-V/def2-TZVPD) of a cluster of 2 separate species, C4H7NO in total.

Kohn-Sham gap (eV): 8.789
LUMO (eV): -0.491
ΔE to the lowest compared entry with this formula, charge and spin (kcal/mol): 119.83

Each line ends with the natural charge from an NBO analysis.
Positions of all 13 atoms, in Å:
O -1.359 -0.565 0.210  -0.62
N 1.175 -1.463 0.961  -0.60
C 1.253 -0.696 1.990  0.00
C -0.652 0.182 -0.463  0.37
C -1.231 0.948 -1.664  -0.70
C 0.701 0.549 -0.151  -0.08
H 0.390 -0.361 2.581  0.18
H -0.546 0.974 -2.528  0.23
H -2.152 0.412 -1.936  0.25
H -1.473 1.983 -1.371  0.24
H 0.185 -1.659 0.782  0.38
H 2.238 -0.408 2.367  0.17
H 1.471 0.104 -0.778  0.18


No. 2
The following is a DFT calculation (ωB97M-V/def2-TZVPD) of a cluster of 2 separate species, C4H7NO in total at a distorted geometry.

Kohn-Sham gap (eV): 10.908
LUMO (eV): 0.441
ΔE to the lowest compared entry with this formula, charge and spin (kcal/mol): 50.80
SMILES: C=CC#N.CO

Each line ends with the natural charge from an NBO analysis.
Positions of all 13 atoms, in Å:
O -0.189 1.511 0.004  -0.73
N 2.396 -0.825 -0.174  -0.33
C -1.074 -1.112 -0.910  -0.28
C -0.101 1.533 1.415  -0.26
C 1.365 -1.133 -0.616  0.25
C 0.129 -1.617 -1.211  -0.35
H -1.178 -0.260 -0.239  0.24
H -1.969 -1.507 -1.390  0.21
H 0.546 2.348 1.759  0.17
H 0.664 1.210 -0.331  0.48
H -1.114 1.705 1.788  0.18
H 0.264 0.582 1.829  0.17
H 0.262 -2.433 -1.924  0.24


No. 3
The following is a DFT calculation (ωB97M-V/def2-TZVPD) of the molecule C4H7NO.

Kohn-Sham gap (eV): 8.603
LUMO (eV): 0.926
ΔE to the lowest compared entry with this formula, charge and spin (kcal/mol): 58.51
SMILES: NC(O)=C1CC1

Each line ends with the natural charge from an NBO analysis.
Positions of all 13 atoms, in Å:
O 1.491 0.675 1.476  -0.68
N 1.927 -0.483 -0.418  -0.81
C -0.359 -0.210 0.290  -0.30
C -1.540 0.647 0.058  -0.40
C 0.961 -0.009 0.427  0.52
C -1.263 -0.585 -0.799  -0.42
H -1.919 -1.440 -0.631  0.21
H -0.976 -0.451 -1.843  0.19
H 0.811 0.675 2.165  0.50
H 2.895 -0.301 -0.201  0.40
H -1.348 1.608 -0.421  0.20
H -2.418 0.653 0.700  0.20
H 1.690 -0.565 -1.394  0.39


No. 4
The following is a DFT calculation (ωB97M-V/def2-TZVPD) of a cluster of 2 separate species, C4H7NO in total at a distorted geometry.

Kohn-Sham gap (eV): 8.894
LUMO (eV): 0.728
ΔE to the lowest compared entry with this formula, charge and spin (kcal/mol): 63.40
SMILES: C=CO.CC#N

Each line ends with the natural charge from an NBO analysis.
Positions of all 13 atoms, in Å:
O 1.824 -1.312 -0.449  -0.67
N -0.551 0.091 -0.419  -0.32
C 2.554 0.845 0.096  -0.59
C -1.654 0.122 -0.105  0.29
C -3.103 0.005 0.028  -0.74
C 1.879 -0.298 0.401  0.21
H 2.912 1.128 -0.896  0.19
H -3.434 -1.044 -0.073  0.26
H 2.385 -1.060 -1.197  0.47
H 1.561 -0.694 1.307  0.18
H -3.646 0.698 -0.636  0.26
H 2.703 1.537 0.867  0.20
H -3.430 -0.018 1.076  0.26


No. 5
The following is a DFT calculation (ωB97M-V/def2-TZVPD) of a cluster of 2 separate species, C4H7NO in total at a distorted geometry.

Kohn-Sham gap (eV): 9.151
LUMO (eV): 1.086
ΔE to the lowest compared entry with this formula, charge and spin (kcal/mol): 46.49

Each line ends with the natural charge from an NBO analysis.
Positions of all 13 atoms, in Å:
O 0.217 1.346 2.069  -0.52
N 0.229 0.012 -0.858  -0.62
C 1.641 -0.010 -0.517  -0.41
C 0.399 0.225 2.026  0.52
C -0.795 -0.658 -0.203  0.01
C -2.036 -0.171 -0.067  -0.53
H -2.266 0.857 -0.339  0.19
H -2.857 -0.786 0.281  0.21
H -0.086 0.898 -1.227  0.37
H 1.934 -0.990 -0.126  0.21
H -0.548 -1.655 0.159  0.20
H 1.957 0.738 0.229  0.18
H 2.212 0.193 -1.427  0.20


No. 6
The following is a DFT calculation (ωB97M-V/def2-TZVPD) of the molecule C4H7NO at a distorted geometry.

Kohn-Sham gap (eV): 9.819
LUMO (eV): 1.048
ΔE to the lowest compared entry with this formula, charge and spin (kcal/mol): 106.72
SMILES: ON=C1CCC1

Each line ends with the natural charge from an NBO analysis.
Positions of all 13 atoms, in Å:
O 0.184 -1.576 -2.056  -0.60
N -0.630 -1.544 -0.897  -0.20
C 0.605 0.610 -0.454  -0.43
C 0.434 1.139 0.984  -0.40
C -0.212 -0.585 -0.171  0.18
C -0.578 -0.028 1.196  -0.43
H -0.280 -2.201 -2.625  0.48
H -0.232 -0.765 1.913  0.23
H -1.609 0.262 1.408  0.23
H 0.058 2.165 1.059  0.21
H 1.294 1.072 1.673  0.21
H -0.501 0.647 -0.965  0.29
H 1.509 0.738 -1.071  0.25